ORCA calculation (ωB97M-V/def2-TZVPD) on C6H18BrNaO8PS as an isolated structure in a non-equilibrium geometry.

Each line ends with the natural charge from an NBO analysis.
Cartesian coordinates (Å):
Na: 0.15318 3.00773 0.49752  0.925
Br: -2.32110 4.19789 -0.59821  -0.947
O: 1.66529 4.89229 0.02059  -1.354
H: 2.18462 4.40826 -0.63721  0.386
O: -2.22075 -0.42070 3.24377  -0.954
S: -1.88832 0.37342 2.10857  2.403
O: -0.66612 1.09264 2.05374  -0.942
O: -1.90101 -0.58886 0.82529  -0.733
C: -2.73836 -1.76209 0.88534  -0.068
C: -3.18630 -2.04005 -0.53424  -0.630
C: -3.17121 1.50741 1.68422  -0.913
H: -3.61234 -1.56971 1.50532  0.191
H: -2.15803 -2.57920 1.30983  0.186
H: -4.01130 -1.38306 -0.79290  0.219
H: -3.45745 -3.08388 -0.71054  0.211
H: -2.33294 -1.92580 -1.20499  0.215
H: -2.96982 1.83603 0.66267  0.306
H: -3.08958 2.35426 2.35793  0.268
H: -4.12543 0.98641 1.72213  0.225
C: 0.19176 -0.62457 -1.92086  -0.254
O: 1.60990 -0.41570 -1.80452  -0.831
P: 2.22289 0.00928 -0.41350  2.606
O: 1.73674 1.27011 0.12191  -1.109
O: 1.92291 -1.19240 0.55501  -0.815
C: 2.49808 -2.48442 0.34415  -0.247
O: 3.75411 -0.10783 -0.67198  -0.832
C: 4.48625 0.98429 -1.26375  -0.245
H: -0.35367 0.00936 -1.22495  0.216
H: -0.01976 -1.67627 -1.73458  0.168
H: -0.07593 -0.35475 -2.93805  0.199
H: 3.13021 -2.74337 1.18598  0.192
H: 3.03404 -2.52672 -0.60554  0.190
H: 1.68290 -3.20465 0.23940  0.178
H: 5.07139 1.48016 -0.49634  0.200
H: 3.81607 1.69891 -1.73895  0.210
H: 5.13906 0.57558 -2.03228  0.180

Computed properties:
Total energy ... -4317.37272 Ha
Strongest force on any atom ... 1.142 eV/Å
Gap between HOMO and LUMO ... 5.002 eV
Energy above the lowest of the compared OMol25 structures with the same formula, charge and spin ... 26.5 kcal per mole
Charge ... -1